A cluster of 3 separate species, C29H58O7 in total in a non-equilibrium geometry. Source: OMol25; level of theory: ωB97M-V/def2-TZVPD.

Computed properties:
2S+1   1
SMILES string   CCCCCCCCCCCCCOC(=O)COCCOCCOCC.C1CCOC1.C1CCOC1
Net charge   0

```
94
Properties=species:S:1:pos:R:3:forces:R:3:mulliken_charge:R:1
O 4.69592 -3.54988 -2.61406 -1.01 -0.34 3.20 -0.54
O 2.64482 0.38919 1.82638 0.15 0.84 -0.95 -0.39
O 3.34465 -4.85256 -1.28617 0.35 2.63 -0.01 -0.32
O -4.18302 1.37319 4.63622 0.25 0.11 0.26 -0.40
O 2.68625 7.70587 -2.66025 0.21 0.10 0.27 -0.41
O 1.70610 3.23113 -0.09041 -0.66 -1.70 -0.72 -0.39
O 3.84193 -2.23741 0.37952 1.17 0.36 -0.45 -0.34
C 2.19258 8.32725 -1.46546 -0.24 0.12 -0.23 -0.39
C -4.58144 -1.79071 2.69504 1.15 0.56 -0.18 -0.34
C 3.21127 0.20939 0.51116 0.87 -0.35 -0.28 -0.02
C 1.59804 -5.92425 -2.63121 0.53 1.31 -0.91 -0.55
C -3.49335 2.11910 6.77772 -0.09 -0.19 0.40 -0.57
C -2.75807 1.22686 4.72715 -0.12 -0.31 -0.14 -0.28
C 4.30266 -3.83317 -1.47776 0.74 -0.13 -1.43 0.69
C -3.12021 -3.63863 -1.06600 0.61 0.54 -0.69 -0.49
C 2.08555 -4.53233 -1.96499 -1.32 -1.16 -0.52 -0.41
C -3.68142 -3.11219 2.79936 -0.99 0.17 0.62 -0.86
C 4.35998 -0.88188 0.43501 -0.05 0.58 -0.60 -0.66
C -2.01366 -3.56443 -3.51759 -0.63 -0.81 0.34 -0.39
C 4.85162 -3.14287 -0.13030 -0.01 -1.14 0.13 -0.60
C -3.37047 -3.53527 -2.64388 0.17 -0.17 0.04 -0.87
C -4.17693 -0.86024 1.43591 -1.24 -0.42 0.01 -0.50
C 0.56202 -5.66580 -3.82085 -1.40 -0.01 1.61 -0.56
C 2.20360 1.76105 1.93917 -0.53 0.49 -0.49 -0.38
C 4.11477 7.61301 -2.57456 -0.08 -0.31 -0.17 -0.39
C 1.74687 3.81933 -2.56365 0.25 -1.00 0.75 -0.87
C -4.36421 -1.62609 0.02690 1.09 1.02 0.42 -0.64
C 2.04097 2.72819 -1.39995 1.19 0.86 -1.51 0.03
C -0.93976 -5.90065 -3.24498 0.20 0.54 -0.95 -0.42
C -1.90848 -5.01263 -4.20188 1.33 0.07 0.49 -0.85
C -4.64795 2.07679 5.79650 -0.25 0.13 -0.25 -0.42
C 3.34516 8.36382 -0.48081 -0.08 -0.22 0.39 -0.49
C -2.91834 -2.15729 -0.49575 -1.64 -0.70 0.62 -0.75
C -2.29579 2.13111 5.85331 0.31 0.30 -0.13 -0.54
C 4.54108 8.47370 -1.40124 0.28 0.33 -0.11 -0.52
C 1.16677 2.21633 0.78003 -0.84 0.36 1.70 -0.20
H 4.66641 9.51195 -1.72511 0.03 -0.07 0.01 0.26
H 1.63550 4.84266 -2.09087 -0.01 -1.20 -0.78 0.10
H 2.62186 3.81395 -3.29192 -1.17 0.13 0.92 0.28
H 5.47658 8.14234 -0.94792 -0.05 0.00 -0.05 0.32
H 4.90774 -0.71091 -0.56269 -0.69 0.07 1.43 0.41
H -3.48464 1.20774 7.38415 -0.02 0.07 -0.01 0.27
H -1.94335 -2.72634 -4.27887 -0.37 -1.01 0.88 0.51
H -5.70463 -2.01279 2.68733 1.61 0.12 -0.18 0.29
H 1.69197 1.88830 2.94346 0.73 -0.40 -1.18 0.34
H 3.17122 2.53708 -1.42418 -1.51 -0.03 0.06 0.17
H -3.95706 -3.64334 3.77233 0.37 0.57 -1.28 0.38
H -1.37382 1.78675 6.32434 -0.05 0.00 -0.05 0.34
H -2.30016 1.48177 3.76889 -0.13 -0.04 -0.02 0.23
H 1.85976 9.33773 -1.72582 -0.04 0.01 0.09 0.29
H 1.33570 7.76520 -1.08717 0.02 -0.01 -0.12 0.27
H 5.05945 -3.93335 0.67598 -0.45 0.92 -1.28 0.32
H -3.09871 -0.48715 1.51405 -1.52 -0.42 0.07 0.19
H 3.26615 9.18134 0.23743 -0.02 -0.04 -0.06 0.34
H -2.57059 -2.86869 2.87622 -1.46 -0.30 -0.43 0.22
H -5.52617 1.57112 6.20395 0.02 -0.02 -0.12 0.27
H -2.12903 3.14468 5.47447 0.03 -0.07 0.02 0.27
H 5.84453 -2.64455 -0.35276 -1.31 -0.38 0.05 0.38
H 3.08847 2.48576 1.87410 -1.03 -0.94 0.12 0.29
H 2.18978 -3.71627 -2.74394 0.29 -1.13 0.81 0.43
H -3.90235 -2.56503 -2.90130 0.33 -1.22 0.57 0.30
H -2.90408 -5.51542 -4.39952 1.07 0.84 0.38 0.40
H -5.10543 -2.47262 0.17469 0.89 1.02 -0.39 0.40
H 0.57636 -4.56118 -4.13137 0.28 -1.63 0.21 0.31
H -2.18743 -4.25443 -0.84329 -1.15 0.67 -0.47 0.12
H -2.54255 0.17559 4.94863 0.11 0.01 -0.03 0.24
H -3.99302 -4.20029 -0.58650 1.15 1.04 -0.45 0.44
H 0.29729 2.71494 1.34470 1.19 -0.60 -0.88 0.16
H -1.37063 -4.90606 -5.20451 -0.79 -0.30 1.22 0.33
H 0.69952 1.32922 0.23689 0.86 1.09 0.54 0.26
H -4.74246 -0.87408 -0.74589 0.18 -1.17 1.06 0.31
H 1.31743 -4.15204 -1.20277 1.19 -0.61 -0.83 0.10
H 1.12976 -6.55817 -1.81832 0.78 0.47 -1.09 0.34
H 0.69001 -6.34531 -4.71789 0.12 0.92 1.06 0.31
H -4.04925 -4.41341 -2.92639 0.97 1.33 0.07 0.39
H -3.53786 2.97633 7.45121 -0.02 -0.05 -0.05 0.34
H -2.57540 -1.43412 -1.30752 -0.09 -1.12 1.09 0.35
H -4.90718 0.02279 1.48154 1.25 -1.02 -0.10 0.29
H -3.93645 -3.82199 1.94895 0.68 0.86 0.96 0.14
H 3.39091 7.42240 0.07612 -0.03 0.07 -0.01 0.22
H 4.37309 6.56110 -2.40925 0.10 0.02 -0.01 0.22
H -0.96624 -5.52910 -2.16214 -0.14 -0.46 -1.54 0.12
H -2.21271 -2.15714 0.39225 -0.69 0.05 -1.20 0.38
H 2.41170 -0.08226 -0.25018 1.00 0.48 0.92 0.12
H 2.53723 -6.37285 -3.09204 -1.16 0.30 0.98 0.28
H -1.22779 -6.99876 -3.22687 0.48 1.25 -0.15 0.37
H -1.13049 -3.42913 -2.80014 -1.09 -0.15 -1.05 0.10
H 1.49237 1.78432 -1.70674 0.59 0.95 0.83 0.17
H 4.56077 7.93704 -3.51724 -0.12 -0.04 -0.01 0.29
H 5.10128 -0.77074 1.28984 -0.92 -0.09 -0.90 0.26
H -4.93976 3.08475 5.48272 -0.04 0.02 0.09 0.26
H 0.82561 3.45098 -3.11257 0.97 0.98 0.61 0.31
H -4.38466 -1.15705 3.61618 -0.35 -0.75 -0.96 0.10
H 3.69601 1.20967 0.22561 -0.58 -1.46 0.08 0.16
```
Positions in Å, forces in eV/Å.

***

A cluster of 3 separate species, C29H59ClFN4O8PS2 in total in a non-equilibrium geometry. Source: OMol25; level of theory: ωB97M-V/def2-TZVPD.

Computed properties:
2S+1   1
SMILES string   CCCCN(CCCCC(=O)O[C@](CCF)(OC#N)P(O)Cl)C(=S)SCCC.COCCNCCOC.COCCNCCOC
Net charge   0

```
105
Properties=species:S:1:pos:R:3:forces:R:3:mulliken_charge:R:1
Cl 6.09484 -3.91749 -2.93423 -0.80 -0.10 -0.99 -0.28
S 0.69023 1.51081 -0.20922 -0.38 0.18 -0.85 -0.07
S 0.75289 -1.34269 -1.21908 -0.39 2.42 -0.58 -0.19
P 4.07475 -3.77670 -3.52049 -0.92 -0.78 1.36 0.36
F 5.77677 -2.03040 -8.01720 -1.79 -1.40 0.73 -0.30
O -1.20936 -3.01691 7.35253 0.39 -0.14 0.24 -0.33
O 0.22605 -0.16589 4.11183 -0.32 0.15 0.29 -0.34
O 4.97059 -1.58493 -4.85955 -2.76 1.04 -0.32 -0.30
O -4.62581 4.78424 2.06770 -0.13 -0.07 0.46 -0.34
O 4.27122 -0.01623 -6.48035 0.33 -1.59 5.18 -0.55
O 3.57724 -5.37538 -3.98285 0.61 2.10 0.90 -0.53
O 2.71286 -2.30873 -5.45345 -1.20 -1.35 3.41 -0.37
O -4.63546 0.73775 -0.00757 0.36 0.30 -0.01 -0.50
N 0.87023 -3.40792 -3.97091 4.50 3.30 -2.15 -0.49
N -0.23038 0.54158 -2.88228 0.54 1.95 1.96 0.61
N -3.61989 2.02408 2.66584 0.21 0.08 -0.11 -0.30
N 0.70097 -0.71433 7.16524 -0.19 0.16 0.03 -0.32
C -5.19933 2.03087 -0.16216 -0.29 -0.32 -0.09 -0.64
C 4.72806 -2.98973 -7.73668 -0.18 -0.97 -0.61 -0.35
C 1.81098 2.04905 -3.53076 1.42 -0.08 -1.45 0.34
C -5.82019 4.65214 2.82285 0.09 0.11 -0.23 -0.72
C 2.13712 0.99712 0.82997 1.40 -0.93 0.37 -0.69
C 0.35714 0.27677 -1.55183 0.74 -2.76 0.05 -0.28
C -1.41024 1.46162 -2.86247 -2.19 -0.39 -0.35 -0.96
C 1.79150 -2.79064 -4.45696 -2.51 -2.23 -1.15 0.48
C -2.77193 0.54994 -2.99736 -0.39 0.11 -0.19 0.23
C 4.78766 -3.60383 -6.25677 0.22 1.03 -0.95 -0.66
C -2.63269 -0.66590 -4.03023 -0.74 -0.69 -0.47 -0.18
C -2.80656 3.18885 2.31502 -0.54 0.07 0.25 0.11
C 4.37625 -0.31863 -5.26686 0.04 2.03 -2.89 0.36
C -3.19082 0.78801 2.00753 -0.24 0.04 0.00 -0.88
C 0.97232 0.49539 6.38577 0.04 -0.31 -0.15 -0.98
C 3.05890 1.93339 -4.58736 0.12 -0.42 1.51 -0.84
C -3.92754 -1.66262 -3.98749 1.33 -0.12 0.55 -1.08
C -3.44699 4.48381 2.81739 0.38 -0.11 -0.50 -0.89
C 3.93317 0.65883 -4.05891 -0.05 -0.73 -0.60 0.01
C -0.60556 -0.70873 7.82445 0.28 -0.50 -0.08 -0.17
C 4.07305 -2.69464 -5.12531 2.80 -2.44 -1.40 0.66
C -0.94093 -2.08485 8.40172 -0.38 0.44 -0.20 -0.81
C 3.57708 1.17289 0.12823 0.90 -0.60 0.82 -0.14
C 0.78416 0.88468 -3.92170 -0.10 0.65 -0.62 -0.36
C 4.25192 -0.26772 -0.24302 -0.03 -0.12 0.08 -0.89
C -0.55799 -1.34314 4.24252 0.24 -0.06 -0.35 -0.76
C -0.21383 -4.02036 7.22468 -0.26 0.05 -0.07 -0.72
C 0.06922 0.77137 5.17333 0.39 0.24 -0.07 -0.31
C -3.29551 0.72925 0.47711 -0.04 -0.46 0.28 0.41
H -0.15513 -2.43870 9.07823 0.06 -0.01 -0.20 0.40
H 4.36524 -4.67286 -6.31545 0.46 1.72 0.31 0.41
H 2.00208 0.40894 6.02371 -0.08 0.09 -0.04 0.37
H -5.72862 2.32197 0.74799 0.05 0.26 -0.02 0.26
H 3.59958 1.90844 -0.74496 -0.29 -1.11 1.15 0.20
H -2.15837 0.56830 2.30231 0.02 0.09 -0.06 0.13
H 0.75421 -1.51263 6.54217 -0.02 0.08 0.11 0.08
H -0.98588 0.88369 5.44517 -0.03 -0.19 0.02 0.33
H -3.81217 -0.01508 2.41747 0.07 -0.02 -0.12 0.45
H -4.07426 -1.99229 -2.88801 -0.03 0.62 -1.77 0.24
H 0.01230 -2.11974 4.75721 -0.20 -0.10 0.12 0.25
H 3.01245 -5.65644 -3.21452 0.62 0.33 -1.04 0.37
H -5.76074 5.22507 3.75475 -0.03 -0.11 0.00 0.34
H -1.72691 -1.34525 -3.85451 -1.15 1.27 0.06 0.06
H 1.40556 3.11145 -3.63884 0.07 -1.60 0.29 0.30
H 4.84496 0.99400 -3.43370 -1.28 -0.61 -1.22 0.57
H 0.94678 1.36178 7.05588 -0.09 -0.04 -0.02 0.45
H 2.05822 -0.10019 1.16066 -0.21 1.66 -0.51 0.31
H -4.45349 2.78431 -0.42947 0.03 -0.01 0.12 0.25
H -2.69251 1.49559 -0.02189 -0.11 0.16 0.09 -0.25
H 2.70691 1.80589 -5.66538 0.57 0.09 1.54 0.36
H 4.94344 -0.62021 0.61384 -1.08 0.67 -1.39 0.39
H 4.87169 -0.22685 -1.20528 -0.81 0.04 1.40 0.14
H -2.74676 5.30575 2.64003 0.00 -0.02 0.03 0.40
H -1.54176 2.07329 -1.90622 0.58 -0.70 -1.23 0.17
H 0.18965 1.24916 -4.84808 0.95 -0.70 1.52 0.49
H -6.64334 5.04997 2.22743 0.12 -0.01 -0.04 0.24
H -0.02899 -4.51444 8.18483 0.09 0.04 -0.06 0.34
H -3.62472 1.22432 -3.40582 1.39 -0.91 0.74 0.38
H -0.57565 -4.76857 6.51785 -0.06 0.11 0.03 0.24
H 3.47074 -1.09589 -0.38017 0.99 1.36 0.13 0.14
H -6.03048 3.60207 3.04250 -0.07 0.00 0.19 0.30
H -5.94053 1.98247 -0.96438 0.10 -0.07 0.03 0.32
H 5.90603 -3.64169 -5.96633 -1.87 -0.06 -0.30 0.33
H -3.61209 -2.61855 -4.55913 -0.87 1.60 0.71 0.35
H -2.87449 -0.23129 0.16118 -0.02 0.02 0.06 0.57
H -1.81300 3.08175 2.76188 -0.02 -0.05 -0.03 0.30
H -4.87228 -1.18204 -4.40971 1.30 -0.77 0.60 0.30
H 4.90013 -3.86038 -8.47755 -0.14 1.41 1.17 0.32
H 4.27529 1.61852 0.94010 -1.17 -0.51 -1.39 0.39
H 2.28677 1.95144 -2.49836 -1.00 0.00 -1.34 -0.43
H 1.29316 -0.08670 -4.24504 -0.40 1.40 0.62 -0.53
H -1.86244 -1.99829 8.98527 0.03 0.01 0.01 0.40
H 2.14231 1.63923 1.79193 -0.62 -0.85 -1.75 0.30
H 0.71739 -3.60072 6.83494 0.15 -0.10 0.10 0.30
H -2.68956 3.27675 1.22966 0.19 0.18 -0.05 -0.01
H -1.50678 -1.16148 4.75416 0.08 0.02 0.09 0.34
H -0.59739 0.02853 8.63339 0.03 0.00 -0.04 0.40
H -0.77623 -1.71642 3.23827 0.04 0.11 0.04 0.37
H -4.58424 2.20348 2.40854 0.13 0.01 0.05 0.10
H -3.16118 0.18830 -1.95619 0.96 0.47 -2.00 -0.35
H -1.44107 2.18142 -3.76333 0.51 -1.11 1.44 0.50
H 3.31581 -0.01335 -3.34122 0.90 1.09 -1.14 -0.12
H 3.67769 -2.57366 -7.98139 1.92 -0.16 0.48 0.20
H -2.54574 -0.29602 -5.12722 -0.03 -0.32 1.82 0.23
H -3.64124 4.44380 3.89497 -0.14 -0.12 -0.11 0.42
H -1.40168 -0.44170 7.12162 -0.22 0.03 0.13 0.15
H 0.37516 1.73798 4.75869 0.01 -0.06 -0.01 0.34
H 3.70006 2.87973 -4.48514 -0.93 -1.43 -0.38 0.38
```
Positions in Å, forces in eV/Å.

***

Number 1: Kohn-Sham gap 10.06 eV, LUMO 0.526 eV. Number 2: Kohn-Sham gap 7.96 eV, LUMO -0.472 eV.